P) One molecule with the formula C21H27ClN2O5, computed with the ωB97M-V functional and the def2-TZVPD basis.

```
! wB97M-V def2-TZVPD RIJCOSX def2/J DEFGRID3
* xyz 0 1
C -7.162 1.172 0.302
O -6.323 0.253 -0.397
C -5.040 0.213 0.074
C -4.053 0.967 -0.565
C -4.405 1.822 -1.749
C -2.749 0.890 -0.098
C -2.412 0.062 0.966
C -0.972 0.024 1.382
O -0.244 0.994 1.237
N -0.536 -1.153 1.900
C 0.858 -1.393 2.225
C 1.391 -2.645 1.541
C 2.870 -2.836 1.806
O 3.565 -1.808 1.131
C 4.940 -1.760 1.426
C 5.597 -0.825 0.428
N 5.654 -1.370 -0.913
C 4.647 -1.332 -1.837
O 4.614 -2.091 -2.786
C 3.629 -0.308 -1.638
C 2.736 0.482 -1.506
C 1.601 1.377 -1.339
C 1.782 2.800 -1.880
C 0.333 3.259 -1.957
O -0.438 2.096 -2.279
C 0.360 0.926 -2.118
C -3.394 -0.692 1.593
C -4.701 -0.608 1.144
Cl -5.929 -1.554 1.923
H -8.137 1.126 -0.176
H -7.257 0.894 1.353
H -6.767 2.189 0.229
H -3.503 2.250 -2.183
H -4.918 1.234 -2.510
H -5.076 2.636 -1.468
H -1.975 1.474 -0.580
H -1.160 -1.941 1.865
H 1.416 -0.517 1.899
H 0.982 -1.483 3.309
H 0.851 -3.529 1.893
H 1.236 -2.571 0.462
H 3.077 -2.788 2.886
H 3.208 -3.816 1.446
H 5.103 -1.396 2.449
H 5.383 -2.763 1.351
H 5.041 0.112 0.399
H 6.613 -0.598 0.756
H 6.284 -2.142 -1.073
H 1.342 1.428 -0.280
H 2.389 3.425 -1.227
H 2.241 2.771 -2.869
H -0.005 3.654 -0.993
H 0.162 4.013 -2.726
H 0.640 0.525 -3.096
H -0.214 0.172 -1.576
H -3.176 -1.323 2.445
*
```

Output
- SMILES string: COc1c(C)cc(C(=O)NCCCOCCNC(=O)C#C[C@H]2CCOC2)cc1Cl
- Highest occupied orbital energy: -0.3353 Eh
- Orbital gap: 9.7517 eV
- LUMO level: 0.6 eV

Löwdin atomic charge list, values in e, 4 entries: atom 1 (C): -0.0673, atom 2 (O): -0.1228, atom 3 (C): -0.2898, atom 4 (C): -0.1673

Q) One molecule with the formula C21H27ClN2O5, computed with the ωB97M-V functional and the def2-TZVPD basis.

```
! wB97M-V def2-TZVPD RIJCOSX def2/J DEFGRID3
* xyz 0 1
C 1.834 -7.445 -3.729
O 2.197 -6.184 -4.287
C 1.482 -5.133 -3.784
C 0.391 -4.643 -4.505
C -0.005 -5.284 -5.806
C -0.296 -3.548 -4.008
C 0.078 -2.939 -2.814
C -0.727 -1.758 -2.369
O -1.402 -1.119 -3.161
N -0.692 -1.430 -1.054
C -1.547 -0.362 -0.558
C -0.993 1.029 -0.846
C -2.005 2.103 -0.505
O -3.074 2.011 -1.427
C -4.181 2.807 -1.086
C -5.141 2.818 -2.262
N -4.673 3.616 -3.376
C -3.892 3.182 -4.411
O -3.255 3.954 -5.101
C -3.891 1.747 -4.664
C -3.794 0.576 -4.911
C -3.621 -0.832 -5.231
C -4.769 -1.481 -6.019
C -4.063 -2.638 -6.752
O -2.658 -2.468 -6.550
C -2.440 -1.121 -6.155
C 1.175 -3.417 -2.111
C 1.870 -4.509 -2.602
Cl 3.266 -5.081 -1.747
H 2.458 -8.190 -4.215
H 2.015 -7.464 -2.652
H 0.781 -7.666 -3.923
H -0.821 -4.726 -6.263
H 0.839 -5.307 -6.496
H -0.325 -6.317 -5.661
H -1.141 -3.152 -4.559
H -0.269 -2.068 -0.404
H -2.526 -0.452 -1.030
H -1.670 -0.506 0.517
H -0.078 1.197 -0.272
H -0.746 1.104 -1.906
H -2.381 1.968 0.521
H -1.551 3.100 -0.562
H -4.686 2.401 -0.197
H -3.863 3.832 -0.850
H -5.289 1.796 -2.608
H -6.109 3.201 -1.934
H -4.581 4.610 -3.229
H -3.447 -1.376 -4.302
H -5.576 -1.824 -5.373
H -5.184 -0.765 -6.728
H -4.335 -3.616 -6.354
H -4.288 -2.625 -7.822
H -2.457 -0.447 -7.021
H -1.481 -1.053 -5.649
H 1.531 -2.935 -1.210
*
```

Output
- SMILES string: COc1c(C)cc(C(=O)NCCCOCCNC(=O)C#C[C@H]2CCOC2)cc1Cl
- Highest occupied orbital energy: -0.3366 Eh
- Orbital gap: 9.7568 eV
- LUMO level: 0.6 eV

Löwdin atomic charge list, values in e, 4 entries: atom 1 (C): -0.0684, atom 2 (O): -0.1219, atom 3 (C): -0.2892, atom 4 (C): -0.1676

It is P) that is most stable; the runner-up trails by 5.8 kJ/mol.

P) A 40-piece molecular cluster, H80O40 overall, computed with the ωB97M-V functional and the def2-TZVPD basis.

```
! wB97M-V def2-TZVPD RIJCOSX def2/J DEFGRID3
* xyz 0 1
H -1.742 5.169 3.837
H -0.342 5.139 4.221
O -0.953 4.583 3.732
H 1.774 0.826 1.984
H 1.588 2.094 0.952
O 1.450 1.686 1.777
H -3.580 -0.930 -4.467
H -4.979 -0.832 -4.730
O -4.241 -0.281 -4.606
H 0.960 -5.171 0.748
H 0.356 -3.837 0.144
O 0.812 -4.661 -0.066
H 0.118 -3.193 3.470
H -0.396 -2.687 4.763
O 0.469 -2.931 4.393
H -0.073 0.852 4.972
O -0.514 1.556 5.495
H 5.665 -2.554 1.467
O 5.342 -2.402 2.373
H 3.640 -4.077 -0.950
H 2.516 -3.858 0.038
O 3.329 -3.422 -0.330
H -1.964 -1.620 5.404
H -1.805 -0.149 5.965
O -2.350 -0.983 6.069
H 1.493 -1.475 5.911
H 2.254 -0.386 6.591
O 1.509 -0.516 5.999
H 7.002 1.287 -0.860
H 5.578 0.953 -1.001
O 6.274 0.893 -0.315
H 1.967 -3.701 3.043
O 2.516 -4.554 3.030
H -0.266 0.395 2.661
H -0.945 0.826 3.843
O -0.964 0.022 3.220
H -0.762 3.092 2.339
H -1.751 2.645 3.237
O -1.505 2.525 2.292
H -0.804 -0.082 -3.820
H -1.207 0.620 -4.999
O -1.466 -0.130 -4.495
H -5.455 2.040 -1.483
H -6.251 2.090 -0.102
O -5.790 2.583 -0.784
H 0.818 -1.880 1.119
H -0.592 -2.519 1.514
O 0.378 -2.606 1.547
H -2.371 0.698 -0.658
H -3.227 1.885 -0.069
O -3.108 1.476 -0.900
H -5.486 1.403 -3.544
O -5.905 1.039 -2.765
H -1.269 -5.655 0.362
H -0.413 -6.129 -0.774
O -1.056 -6.434 -0.154
H -0.829 -2.738 -5.290
O 0.147 -2.969 -5.072
H -1.035 1.629 -1.319
H 0.473 2.234 -0.949
O -0.129 1.419 -0.931
H -2.133 -2.612 -2.070
H -0.773 -2.937 -1.499
O -1.727 -3.121 -1.421
H -2.262 2.710 -2.435
H -2.507 4.001 -3.318
O -1.875 3.459 -2.892
H -0.604 0.469 0.514
H -1.903 0.281 1.435
O -1.525 0.225 0.559
H -5.479 -1.750 1.073
H -5.307 -0.647 2.065
O -5.486 -0.787 1.115
H 2.289 4.849 -0.419
H 0.949 5.354 -0.122
O 1.363 4.531 -0.038
H 1.518 5.017 -2.252
H 0.433 4.187 -2.955
O 1.355 4.457 -3.026
H 2.818 2.712 -2.517
H 3.553 2.657 -3.951
O 3.277 2.147 -3.181
H -2.506 -3.872 0.457
H -3.630 -3.712 -0.441
O -3.492 -3.865 0.502
H 0.808 -1.125 -1.651
H -0.434 -0.034 -1.578
O 0.054 -0.734 -2.152
H 2.447 -0.982 -0.324
O 1.610 -0.744 0.023
H 3.574 -1.411 1.633
H 2.979 -1.353 2.925
O 2.859 -0.998 2.064
H -5.903 0.118 -2.782
H -1.196 1.021 5.986
H 0.064 -2.238 -4.421
H 4.607 -3.227 2.326
H 2.858 -4.659 2.139
H 1.378 -0.172 -0.796
O -4.366 3.008 -2.835
H -4.681 3.551 -2.156
H -3.804 2.483 -2.249
O 2.820 -0.573 -2.190
H 3.284 -1.349 -2.168
H 2.581 -0.177 -3.051
O 2.890 -1.735 -4.472
H 3.161 -2.505 -3.971
H 2.536 -2.045 -5.327
O -4.105 -1.905 -1.467
H -3.913 -1.049 -0.994
H -4.880 -1.626 -1.898
O 1.740 5.330 2.617
H 1.427 4.449 2.691
H 2.704 5.104 2.489
O 4.275 2.781 -0.198
H 4.128 2.076 0.531
H 5.009 3.154 0.282
O 5.753 2.413 -2.571
H 5.878 2.724 -1.662
H 4.848 2.192 -2.716
*
```

Output
- Highest occupied orbital energy: -0.3818 Eh
- Orbital gap: 9.9026 eV
- LUMO level: -0.5 eV

Löwdin atomic charge list, values in e, 4 entries: atom 1 (H): 0.0886, atom 2 (H): 0.0473, atom 3 (O): -0.0560, atom 4 (H): -0.0021

Q) A 40-piece molecular cluster, H80O40 overall, computed with the ωB97M-V functional and the def2-TZVPD basis.

```
! wB97M-V def2-TZVPD RIJCOSX def2/J DEFGRID3
* xyz 0 1
H 1.705 -4.541 -0.605
H 3.205 -4.100 -0.546
O 2.360 -3.767 -0.453
H 3.379 2.693 4.026
H 3.074 4.053 4.533
O 3.290 3.208 4.837
H -4.249 4.390 2.867
H -2.758 4.014 3.080
O -3.411 4.160 2.445
H -5.205 -0.631 2.292
H -3.925 0.121 2.310
O -4.550 -0.267 1.635
H -0.664 -4.846 -3.221
H 0.616 -5.945 -3.528
O 0.311 -5.029 -3.182
H -2.057 -2.246 -4.010
O -1.828 -3.235 -3.918
H -4.602 1.878 -3.015
O -3.966 1.858 -3.803
H 2.458 3.913 -0.205
H 2.423 4.763 -1.401
O 1.922 4.528 -0.642
H -4.044 -4.873 -0.664
H -4.036 -3.091 -1.035
O -4.206 -4.110 -1.385
H -2.759 0.384 4.265
H -2.055 -0.850 3.802
O -2.562 -0.008 3.448
H -2.456 -1.961 1.571
H -1.888 -3.243 0.834
O -1.751 -2.378 1.227
H 0.292 -2.408 -5.182
O 0.457 -1.644 -5.700
H 3.439 2.090 2.488
H 2.349 2.899 1.836
O 3.278 2.979 2.156
H 1.216 1.483 6.510
H 1.224 0.297 5.303
O 0.846 0.622 6.185
H 4.682 1.529 -4.310
H 3.286 0.851 -4.635
O 4.161 0.736 -4.322
H 2.266 5.844 2.821
H 1.128 5.238 1.956
O 1.634 4.997 2.644
H 1.630 -2.089 -0.045
H 0.239 -1.977 -0.763
O 0.710 -1.572 -0.025
H 0.670 2.278 2.479
H 0.615 3.028 3.824
O 1.004 2.176 3.391
H -4.441 2.157 -0.914
O -4.172 1.198 -0.971
H -4.252 -0.102 -2.990
H -5.681 -0.321 -3.759
O -4.909 -0.872 -3.380
H 0.361 -2.887 -3.010
O -0.231 -2.439 -2.479
H 1.498 0.926 0.137
H 0.362 0.583 -1.119
O 1.268 0.937 -0.837
H -5.189 1.115 4.129
H -4.521 1.831 2.924
O -4.610 1.861 3.937
H -1.669 0.699 1.711
H -2.187 0.331 0.230
O -1.432 0.842 0.749
H 4.914 1.882 -0.139
H 5.401 1.222 -1.661
O 5.100 2.104 -1.078
H 0.416 -3.349 3.204
H 0.874 -4.446 4.291
O 0.795 -3.522 4.066
H 4.519 0.255 1.547
H 4.582 2.026 1.572
O 4.633 1.149 1.172
H 4.729 -3.475 -1.942
H 5.689 -3.448 -0.852
O 5.028 -3.929 -1.159
H -1.755 0.682 -1.335
H -2.923 1.117 -2.493
O -2.024 0.673 -2.242
H 0.100 -4.404 1.035
H -0.074 -3.024 1.617
O 0.270 -3.932 1.778
H 2.726 0.022 -1.519
H 3.729 -0.011 -2.932
O 3.351 -0.445 -2.084
H -3.571 4.141 -1.674
O -4.120 3.625 -2.231
H -1.941 2.699 -3.960
H -0.915 3.070 -2.962
O -1.235 3.141 -3.783
H -4.848 0.834 -0.309
H -2.619 -3.498 -3.413
H -0.260 -1.421 -2.736
H -3.800 2.777 -4.091
H 1.312 -1.426 -5.940
H -4.738 4.293 -2.600
O 1.561 1.294 -3.655
H 2.016 2.149 -3.555
H 1.105 1.322 -4.554
O -3.782 -4.204 1.128
H -2.958 -4.404 1.508
H -4.407 -3.496 1.311
O -1.535 4.287 0.272
H -0.654 3.865 0.228
H -2.159 3.477 0.336
O -3.202 -2.492 4.546
H -2.311 -2.413 4.431
H -3.739 -2.365 5.307
O 1.984 -0.246 2.073
H 1.530 -0.852 1.496
H 2.779 -0.527 2.413
O 5.275 0.029 3.502
H 6.105 0.041 2.957
H 5.114 -0.603 4.071
O 4.678 -2.579 -4.076
H 4.135 -1.749 -4.386
H 5.295 -2.128 -3.547
*
```

Output
- Highest occupied orbital energy: -0.3396 Eh
- Orbital gap: 8.6534 eV
- LUMO level: -0.6 eV

Löwdin atomic charge list, values in e, 4 entries: atom 1 (H): 0.1026, atom 2 (H): -0.0433, atom 3 (O): -0.0430, atom 4 (H): -0.0048

It is P) that is most stable; the runner-up trails by 530.5 kJ/mol.